# 1
Below is a structure of composition C4H11N2O, with properties calculated with ωB97M-V/def2-TZVPD.

Each line ends with the natural charge from an NBO analysis.
Atoms and positions in Å:
N  2.73  -0.14  0.29  -0.81
C  1.51  -0.97  0.49  -0.32
C  0.75  -1.20  -0.85  0.04
N  1.14  -0.60  -2.06  -0.63
C  -1.34  1.47  0.10  -0.66
C  -2.36  0.42  0.59  -0.03
O  -2.49  0.49  1.94  -0.97
H  3.18  -0.53  -0.53  0.34
H  2.27  0.54  -0.44  0.35
H  0.74  -0.56  1.19  0.25
H  1.91  -1.92  0.90  0.21
H  0.10  -2.13  -0.82  0.17
H  0.62  0.02  -1.21  0.37
H  -0.30  1.17  0.19  0.14
H  -1.60  2.22  0.83  0.23
H  -1.52  1.80  -0.93  0.17
H  -2.00  -0.54  0.29  0.07
H  -3.32  0.46  0.04  0.08

- HOMO-LUMO gap (eV) = 5.64
- total charge = -1

***

# 2
Below is the ion C4H11N2O with charge -2, with properties calculated with ωB97M-V/def2-TZVPD.

Each line ends with the natural charge from an NBO analysis.
Atoms and positions in Å:
C  -1.30  0.01  0.15  -0.28
N  -1.04  0.94  -0.94  -0.71
C  -0.60  2.39  -0.43  0.16
O  -0.98  2.74  0.77  -0.92
C  -0.32  -1.18  0.24  -0.24
N  0.99  -0.87  -0.31  -0.66
C  2.06  -1.68  0.30  -1.16
H  -1.28  0.66  1.04  0.22
H  -2.33  -0.31  0.17  0.15
H  -1.90  1.08  -1.45  0.32
H  0.49  2.31  -0.64  0.06
H  -1.04  3.01  -1.26  0.03
H  -0.30  -1.44  1.31  0.14
H  -0.71  -2.07  -0.24  0.14
H  1.13  0.08  -0.04  0.34
H  1.68  -2.41  0.98  0.13
H  2.66  -2.18  -0.48  0.13
H  2.81  -1.08  0.84  0.14

- HOMO-LUMO gap (alpha / beta) (eV) = 2.69 / 7.09
- total charge = -2
- 2S+1 = 2

***

For each record above, in turn, the calculated energy relative to the best compared isomer or geometry (same formula, charge and spin) values are 132.97, 20.74 kcal/mol.